i.
Density functional theory data (ωB97M-V with the def2-TZVPD basis set) for an isolated molecule of C2H4O2S.

```
! RIJCOSX wB97M-V def2-TZVPD def2/J DEFGRID3
* xyz 0 3
C -0.0288 0.0048 0.7805
C -0.4587 -0.0365 -0.7597
O -2.6720 -1.2748 0.1098
O -2.6985 1.2830 0.0204
S -2.0491 0.0132 0.0932
H 0.0231 -0.9571 1.3395
H 0.5337 0.8749 1.1981
H -0.2088 0.8694 -1.2371
H 0.2171 -0.7516 -1.0805
*
```

Calculated values
LUMO energy (spin up / spin down): 1.00 / -2.17 eV
<S²>: 2.0070

=====

ii.
Density functional theory data (ωB97M-V with the def2-TZVPD basis set) for a cluster of 2 separate species, C2H4O2S in total.

```
! RIJCOSX wB97M-V def2-TZVPD def2/J DEFGRID3
* xyz 0 3
C -0.6192 -1.2215 -0.1348
C 0.0648 1.9870 0.4038
O -0.0930 -1.5187 -2.6372
O 0.9146 1.4392 1.2344
S 0.5308 -1.5069 -1.3120
H -1.5989 -1.1943 -0.2860
H -0.3830 1.0549 -0.0651
H -0.2341 -1.1311 0.9012
H 1.4180 2.0914 1.8958
*
```

Calculated values
LUMO energy (spin up / spin down): -0.43 / -1.02 eV
<S²>: 2.0052

=====

On energetic grounds, i is preferred over the next structure by 54.2 kJ/mol.

=====

i.
Density functional theory data (ωB97M-V with the def2-TZVPD basis set) for an isolated molecule of C2H4N4OS.

```
! RIJCOSX wB97M-V def2-TZVPD def2/J DEFGRID3
* xyz 0 1
N 2.4784 0.9731 -0.0656
S 2.0712 -0.6479 0.0641
C 0.3026 -0.3795 -0.0216
N -0.2091 0.8020 -0.0652
N -1.6227 0.7703 -0.0840
N -1.9953 -0.5833 0.1640
C -0.9289 -1.3920 0.0624
O -1.0600 -2.5642 0.0192
H 2.4344 1.2779 -0.9993
H 3.4097 1.1339 0.1930
H -1.8623 1.3240 0.7424
H -3.0179 -0.7144 -0.0094
*
```

Calculated values
LUMO energy: 0.56 eV
SMILES: NSc1n[nH][nH]c1=O

=====

ii.
Density functional theory data (ωB97M-V with the def2-TZVPD basis set) for an isolated molecule of C2H4N4OS.

```
! RIJCOSX wB97M-V def2-TZVPD def2/J DEFGRID3
* xyz 0 1
O 2.0697 1.3776 1.4171
C 1.0579 0.8374 0.7223
N 0.6584 1.0852 -0.4841
C -0.2790 0.0715 -0.6634
N -0.9948 -0.1469 -1.7127
S -1.9025 -1.5905 -1.8181
N -0.4354 -0.7796 0.5153
N 0.3338 -0.1061 1.4441
H 2.4287 2.0043 0.7815
H -2.4638 -1.2788 -2.9430
H -1.4472 -0.7724 0.7700
H 0.9742 -0.7017 1.9710
*
```

Calculated values
LUMO energy: 0.51 eV
SMILES: Oc1n/c(=N/S)[nH][nH]1

=====

On energetic grounds, ii is preferred over the next structure by 104.8 kJ/mol.